No. 1
Molecular formula: C24H39N11NaOSSbSi3
Method: DFT, ωB97M-V/def2-TZVPD

Geometry as XYZ:
```
81
C24H39N11NaOSSbSi3, DFT ωB97M-V/def2-TZVPD
Na 1.0647 -0.6939 0.3058
N 3.4708 1.2014 2.2704
C 3.7444 0.5945 1.0490
N 4.8241 -0.1475 0.8348
N 4.7317 -0.4916 -0.4643
N 3.6528 0.0094 -0.9785
N 2.9965 0.7376 -0.0419
C 2.1647 1.3572 2.7519
N 1.8756 2.1799 3.7526
N 0.5420 2.0544 3.8969
N 0.0765 1.2149 3.0227
N 1.0912 0.7306 2.2796
H 4.1645 1.0226 2.9765
C 1.3724 5.9079 -1.1628
Si 1.4393 4.5023 0.1043
C 3.2443 4.1073 0.3678
C 0.6746 5.1258 1.6982
Sb 0.1119 2.4557 -0.6670
Si -2.1868 3.5498 -0.6215
C -2.3717 5.3353 -1.2160
C -2.7835 3.5051 1.1678
C -3.3227 2.4844 -1.6850
Si 0.6632 2.6314 -3.1479
C 2.5287 2.6969 -3.3284
C 0.0506 1.0458 -3.9568
C -0.1191 4.0649 -4.1008
H 1.8721 6.7924 -0.7526
H 0.3487 6.1823 -1.4222
H 1.8917 5.6288 -2.0827
H 3.7825 5.0422 0.5622
H 3.6848 3.6213 -0.5045
H 3.3852 3.4402 1.2188
H 1.2790 5.9435 2.1046
H 0.6328 4.3325 2.4485
H -0.3390 5.5019 1.5352
H -1.8128 6.0127 -0.5663
H -3.4249 5.6349 -1.1861
H -2.0063 5.4666 -2.2362
H -2.5091 4.4275 1.6849
H -2.3324 2.6805 1.7253
H -3.8733 3.4080 1.2139
H -3.0418 2.5467 -2.7400
H -4.3661 2.8026 -1.5905
H -3.2523 1.4370 -1.3831
H 2.9831 1.8749 -2.7668
H 2.9401 3.6335 -2.9448
H 2.8187 2.6026 -4.3801
H 0.5424 0.1815 -3.5057
H 0.2714 1.0444 -5.0291
H -1.0274 0.9226 -3.8274
H 0.1560 5.0315 -3.6757
H -1.2093 3.9870 -4.0841
H 0.2047 4.0438 -5.1468
N -2.3031 -2.0550 0.6660
C -3.4932 -2.4410 1.1562
C -4.2155 -1.2912 1.3931
C -3.3441 -0.2526 1.0122
N -2.1886 -0.7291 0.5726
H -1.4840 -2.6258 0.4391
H -3.7285 -3.4824 1.3012
H -5.2118 -1.2128 1.7938
H -3.5034 0.8122 1.0568
C 1.0583 -9.7349 2.5267
C -0.0595 -10.6650 2.1381
O -0.1110 -11.8219 2.4781
S -1.3803 -10.0328 1.1177
C -0.9456 -8.3361 0.8479
C -1.4121 -7.3432 1.7059
C -1.0522 -6.0229 1.5091
C -0.2223 -5.6442 0.4398
C 0.2221 -6.6574 -0.4262
C -0.1354 -7.9779 -0.2271
C 0.1433 -4.2834 0.2420
C 0.4523 -3.1021 0.0770
H 1.7397 -10.2757 3.1790
H 0.6707 -8.8474 3.0257
H 1.5834 -9.3860 1.6372
H -2.0512 -7.6153 2.5376
H -1.4016 -5.2550 2.1874
H 0.8557 -6.3807 -1.2582
H 0.2186 -8.7461 -0.9045
```

Output
LUMO   3.57 eV
Kohn-Sham gap   5.987 eV
Relative energy (zero: lowest compared OMol25 entry of this formula, charge and spin)   47.7 kJ/mol
Net charge   -2

=====

No. 2
Molecular formula: C20H25NO2S
Method: DFT, ωB97M-V/def2-TZVPD

Geometry as XYZ:
```
49
C20H25NO2S, DFT ωB97M-V/def2-TZVPD
C -0.0770 -2.1442 5.0410
O -1.0892 -1.2161 4.6609
C -0.7316 -0.1519 3.8019
C -1.7832 0.3764 3.2383
C -1.6588 1.5071 2.2145
C -0.2867 2.2997 2.4082
C 0.0448 3.1034 1.0506
C 0.2594 2.3423 -0.2157
N 1.1051 1.0722 -0.1520
C 2.4490 1.2458 0.2051
O 2.9750 2.3963 0.1293
C 3.1736 -0.0460 0.5616
S 1.8797 -1.3834 0.3214
C 0.5308 -0.2990 -0.1363
C -0.1217 -0.6676 -1.4736
C -1.5140 -0.8709 -1.5476
C -2.1378 -1.3996 -2.7329
C -1.3701 -1.4812 -3.9432
C -1.9718 -2.0578 -5.1173
C -0.0515 -1.1596 -3.9158
C 0.9519 -1.4403 -5.0504
C 0.5208 -0.7182 -2.7240
C 0.8906 1.4096 2.9574
C 0.6754 0.3604 3.7536
H 0.8768 -1.9895 4.4719
H -0.3975 -3.1379 4.7641
H 0.2890 -2.0690 6.0338
H -2.6827 -0.1532 3.4936
H -2.5222 2.1452 2.4084
H -1.8026 1.1357 1.2344
H -0.3806 3.0213 3.2253
H -0.7931 3.7839 0.8495
H 0.8291 3.7535 1.1360
H 0.6821 2.9431 -1.0245
H -0.7633 2.0710 -0.5854
H 4.0533 -0.2291 -0.0026
H 3.3390 0.0273 1.6032
H -0.1987 -0.3347 0.6294
H -2.0269 -0.6114 -0.6432
H -3.1954 -1.6791 -2.6973
H -2.9532 -2.4898 -4.8454
H -2.0595 -1.3098 -5.8363
H -1.3730 -2.8557 -5.5415
H 0.9761 -0.5715 -5.7488
H 1.9685 -1.5526 -4.7511
H 0.6586 -2.2083 -5.8048
H 1.5744 -0.5848 -2.8298
H 1.8298 1.8996 2.7842
H 1.4100 -0.0814 4.3421
```

Output
LUMO   0.67 eV
Kohn-Sham gap   8.772 eV
Relative energy (zero: lowest compared OMol25 entry of this formula, charge and spin)   232.7 kJ/mol

=====

No. 3
Molecular formula: C14H26N3O8RuS5Se
Method: DFT, ωB97M-V/def2-TZVPD

Geometry as XYZ:
```
58
C14H26N3O8RuS5Se, DFT ωB97M-V/def2-TZVPD
Ru -0.1664 -0.3043 0.1848
C -2.2401 -0.4012 -4.0022
C -1.2970 -0.4526 -2.8255
S -1.9843 -0.3036 -1.2913
C 0.0633 -0.6928 -3.0185
C 0.6097 -0.9126 -4.4091
S 1.1348 -0.8389 -1.7407
H -3.2149 -0.0179 -3.7009
H -2.3848 -1.4025 -4.4240
H -1.8441 0.2375 -4.7970
H 0.3916 -0.0590 -5.0575
H 0.1615 -1.7999 -4.8696
H 1.6889 -1.0534 -4.3783
C -0.9278 0.4753 4.0014
S -1.7993 -0.0478 2.5691
O -3.1852 -0.1009 2.9626
O -1.2340 -1.3221 2.0829
O -1.5194 0.9490 1.4813
H -1.3191 -0.1189 4.8271
H -1.1660 1.5317 4.1369
H 0.1387 0.3101 3.8753
C 2.9088 2.0237 -0.2080
N 1.8883 2.9641 0.2409
C 2.1541 3.5991 1.5245
C 1.3451 4.8707 1.6325
C -0.1148 4.5201 1.4657
N -0.3205 3.7408 0.2543
C -1.7111 3.6079 -0.1556
C 0.6066 2.8328 -0.2021
O 0.2860 1.9779 -1.0471
H 3.8189 2.5848 -0.4369
H 2.5672 1.5210 -1.1058
H 3.1315 1.2807 0.5566
H 3.2224 3.8072 1.5789
H 1.9114 2.9013 2.3333
H 1.6461 5.5496 0.8300
H 1.5133 5.3671 2.5892
H -0.7222 5.4233 1.3909
H -0.4748 3.9547 2.3349
H -2.1183 4.6097 -0.3163
H -2.3002 3.0898 0.5981
H -1.7664 3.0406 -1.0782
O 1.7423 -1.8324 0.7302
Se 2.1199 -0.8947 2.0523
O 3.6840 -0.4717 2.1670
O 1.2016 0.4870 1.6602
O 1.5329 -1.6340 3.3893
S -0.8394 -3.2385 -0.5036
C -0.6213 -4.0216 0.9432
N 0.0870 -3.6145 1.9835
C -0.0942 -4.3231 3.2402
C -0.5194 -5.7432 2.8681
S -1.3978 -5.5711 1.2844
H 0.5108 -2.6834 2.0018
H -0.8602 -3.8256 3.8389
H 0.8399 -4.3081 3.7974
H -1.1956 -6.1690 3.6056
H 0.3375 -6.4013 2.7361
```

Output
LUMO (spin up / spin down)   2.54 / 0.89 eV
Kohn-Sham gap (spin up / spin down)   7.110 / 6.397 eV
Multiplicity   5
Net charge   -1